C23H19CoN5 | ωB97M-V/def2-TZVPD

Values from the calculation:
**Net charge**: +3
**⟨S²⟩**: 6.0109
**Multiplicity**: 5
**HOMO (alpha / beta)**: -18.53 / -18.50 eV

The geometry in XYZ format:
```
48
C23H19CoN5 (ωB97M-V/def2-TZVPD)
Co 0.6933 -0.0374 0.0397
N -1.0007 -1.1253 -0.2140
N 0.4701 -0.0928 -2.0005
N -1.8106 5.4799 -1.6092
N 0.0833 1.7646 0.6854
N 0.7675 -1.3881 1.5819
C -0.7709 -0.4365 -2.4396
C 1.4069 0.3661 -2.8408
C -0.4082 -2.0085 1.8710
C -1.1761 4.0717 1.5663
C 3.1044 -0.8307 1.9679
C -1.5949 -1.0936 -1.4138
C -3.3041 -2.4958 -0.5208
C 2.7511 0.7064 -2.2793
C -0.9880 3.8361 0.2006
C -1.4092 -1.9005 0.7983
C -0.3497 2.6752 -0.2026
C -0.1667 0.2323 -4.6468
C 0.5558 -2.8920 3.8646
C 1.8427 -1.5276 2.3685
C -0.0857 1.9923 2.0045
C -1.4434 4.7591 -0.7943
C -0.5490 -2.7481 3.0231
C -1.1246 -0.2597 -3.7577
C 1.7594 -2.3063 3.5251
C -2.7914 -1.7688 -1.5919
C 1.1070 0.5184 -4.1967
C -0.7045 3.1316 2.4741
C -2.6000 -2.5980 0.6764
H -4.2359 -3.0348 -0.6386
H 0.2972 1.2501 2.6943
H 3.8219 -1.5495 1.5645
H -2.9599 -3.2340 1.4726
H 0.4737 -3.4690 4.7769
H -1.6771 4.9727 1.8975
H 3.1206 1.6558 -2.6647
H 2.9102 -0.0695 1.1980
H -0.4175 0.3817 -5.6894
H 3.4830 -0.0548 -2.5604
H 3.5861 -0.3484 2.8174
H -0.8148 3.2788 3.5394
H -2.1203 -0.5066 -4.0990
H 2.7194 0.7630 -1.1812
H 2.6401 -2.4312 4.1409
H -0.1773 2.4864 -1.2547
H -1.4927 -3.2172 3.2643
H -3.2980 -1.7663 -2.5466
H 1.8776 0.8685 -4.8705
```



C23H19F3N2O | ωB97M-V/def2-TZVPD

Values from the calculation:
**Energy relative to the best compared isomer or geometry (same formula, charge and spin)**: 0.0 kcal per mole
**SMILES**: C[C@@H]1C[C@H](Nc2ccc(F)cc2)c2cc(F)ccc2N1C(=O)c1cccc(F)c1
**HOMO**: -8.05 eV

The geometry in XYZ format:
```
48
C23H19F3N2O (ωB97M-V/def2-TZVPD)
F -0.2142 -2.4415 6.9592
F -0.0901 1.4270 -7.6525
F -4.0551 -1.4468 -0.6205
O 2.1545 0.4793 3.4345
N 0.6642 0.4618 1.6739
N 0.1369 1.3031 -2.0992
C -1.6696 -0.1455 1.8767
C 0.4007 -1.2669 4.9680
C -0.6096 -0.1322 -0.3141
C 0.6594 -1.2407 3.5825
C -1.7866 -0.6136 -0.9000
C -2.9215 -0.8820 -0.1093
C 1.5304 1.2819 0.8270
C -0.0113 -2.4315 5.6284
C 0.5629 0.1734 -1.2619
C -0.9461 2.0991 -5.5389
C 0.1313 1.2973 -3.4845
C -0.5224 0.0571 1.0698
C 1.1679 -0.0315 2.9013
C 0.4207 -2.4214 2.8452
C 1.0634 0.7931 -5.6855
C 1.8241 0.4891 -0.4599
C 0.0783 -3.6067 3.5351
C -2.8372 -0.6572 1.2717
C -0.8850 2.0116 -4.1307
C 0.9175 2.6524 0.5565
C -0.1046 -3.5997 4.9225
C 1.1177 0.6937 -4.2732
C 0.0217 1.4446 -6.3071
H 1.9202 0.1048 -3.8457
H 0.7790 -0.6800 -1.9369
H 0.6241 -2.4506 1.7883
H -0.0839 2.5631 0.1596
H 1.8282 0.3418 -6.3231
H -0.3967 -4.5101 5.4445
H 0.5384 -0.3724 5.5618
H 0.0225 -4.5152 2.9102
H -0.6289 1.8348 -1.6896
H -1.8456 -0.7512 -1.9564
H -3.6733 -0.9205 1.8868
H -1.6905 2.4395 -3.5229
H -1.7360 2.6663 -6.0159
H 2.3438 -0.4257 -0.1868
H 2.5258 1.4654 1.2860
H 1.5214 3.2221 -0.1452
H 0.8433 3.2345 1.4987
H -1.6601 -0.0547 2.9336
H 2.5699 1.0607 -1.0619
```



C23H19N4O2 | ωB97M-V/def2-TZVPD

Values from the calculation:
**Net charge**: +1
**Energy relative to the best compared isomer or geometry (same formula, charge and spin)**: 0.0 kcal per mole
**HOMO**: -10.46 eV

The geometry in XYZ format:
```
48
C23H19N4O2 (ωB97M-V/def2-TZVPD)
O -6.2274 5.3070 -2.9020
O -7.0913 5.5141 -0.9196
N 0.9092 4.2123 -0.7547
N 2.8052 0.0222 3.1463
N -0.0188 4.3261 -0.0536
N -6.1239 5.3200 -1.6690
C -2.3399 4.6588 0.1096
C -4.2060 -0.6014 3.9835
C -4.3752 -1.6385 3.0799
C -2.2045 -1.2102 2.1588
C -4.8178 5.0952 -1.0731
C 0.5394 0.0686 3.0986
C 0.2707 -2.5056 3.4132
C 4.1990 0.4693 3.1563
C 0.9719 -3.6794 3.5476
C 1.7133 0.8371 3.0664
C 3.0758 -2.5185 3.3714
C -3.7009 4.8775 -1.8690
C 2.3741 -1.3154 3.2428
C -1.0809 4.4580 0.6905
C -3.4844 4.8763 0.9001
C 2.3680 -3.6909 3.5110
C -4.6955 5.0932 0.3077
C 0.9671 -1.3079 3.2330
C -3.3800 -1.9229 2.1569
C -0.7707 0.5850 3.1493
C -2.4786 4.6675 -1.2934
C -1.9965 -0.1637 3.0854
C -3.0525 0.1430 3.9711
H 1.7675 1.9079 2.9942
H 0.4389 -4.6062 3.6858
H -0.8478 1.6383 3.3644
H -3.5331 -2.7102 1.4354
H -1.6030 4.5169 -1.9034
H -2.9226 0.9553 4.6658
H 4.8793 -0.3732 3.2679
H 4.4275 0.9827 2.2239
H -0.9548 4.4496 1.7597
H -3.3948 4.8848 1.9723
H -5.2832 -2.2221 3.0960
H -1.4370 -1.4323 1.4361
H -4.9759 -0.3862 4.7080
H -5.5752 5.2763 0.9008
H 2.8975 -4.6279 3.5965
H -0.8001 -2.5039 3.4619
H -3.8153 4.8874 -2.9399
H 4.1520 -2.5195 3.3614
H 4.3625 1.1595 3.9826
```



C23H19N5O8Se2W | ωB97M-V/def2-TZVPD

Values from the calculation:
**Energy relative to the best compared isomer or geometry (same formula, charge and spin)**: 0.0 kcal per mole
**HOMO**: -8.25 eV

The geometry in XYZ format:
```
58
C23H19N5O8Se2W (ωB97M-V/def2-TZVPD)
W -0.0833 0.0770 -0.2663
Se -1.8231 -1.7491 0.2518
Se 0.4912 -1.4526 -2.2756
O -1.7644 0.5404 -1.8113
O -3.1619 -3.5079 -3.9225
O 1.3376 -1.1838 0.3801
O -2.8081 2.2565 2.0219
O 0.3830 1.6750 -1.4459
O -1.4433 1.4904 0.4110
O 2.1089 -2.6342 1.9064
O -0.5812 -0.5681 5.9181
N -0.2738 -0.1141 1.8854
N 3.2105 0.6822 2.1942
N 8.1803 -1.1559 1.5871
N 0.6559 3.9021 1.0785
N 1.5666 1.1691 -0.9430
C 1.5109 1.5387 0.4432
C 1.0547 2.8728 0.7608
C -1.2968 0.5386 3.9079
C 5.1794 -1.1822 -0.2264
C 6.0141 1.0742 0.0085
C 3.9536 0.6597 -1.1647
C -3.4820 -2.1631 -3.6150
C 4.0970 -0.7060 -0.9407
C 2.7283 1.1953 -1.8440
C 6.1367 -0.2906 0.2519
C -1.1453 0.6394 2.5479
C 4.9194 1.5429 -0.6961
C 7.2696 -0.7772 0.9981
C 0.3910 -1.1870 3.8829
C 1.3814 -1.7428 1.5839
C -1.8962 1.5748 1.6455
C 0.4734 -1.0100 2.5286
C -1.0993 -1.4909 -3.4054
C -0.5127 -0.3926 4.5918
C -2.4238 -1.6222 -2.6469
C -2.3121 -2.5780 -1.4515
C 2.5116 1.0526 1.3599
C -2.8995 -0.2443 -2.2217
H -2.0932 1.3461 -1.3745
H -3.6223 -0.3114 -1.4066
H -3.3483 0.2839 -3.0672
H 2.4311 0.6023 -2.7083
H -0.9560 -2.3773 -4.0218
H -3.8436 -3.8748 -4.4914
H 6.7637 1.7571 0.3829
H -1.2236 0.0339 6.3114
H 1.0136 -1.9178 4.3790
H 5.2818 -2.2396 -0.0253
H -3.2802 -3.0350 -1.2444
H -4.4712 -2.0930 -3.1439
H -1.5960 -3.3686 -1.6573
H -3.4888 -1.5441 -4.5206
H 3.3422 -1.3955 -1.2963
H 2.8642 2.2356 -2.1447
H -2.0123 1.1823 4.4043
H 4.8067 2.6065 -0.8705
H -1.1101 -0.6098 -4.0458
```



C23H20AsFGeN3S4V | ωB97M-V/def2-TZVPD

Values from the calculation:
**Net charge**: -1
**⟨S²⟩**: 0.8802
**Energy relative to the best compared isomer or geometry (same formula, charge and spin)**: 0.0 kcal per mole
**Multiplicity**: 2
**HOMO (alpha / beta)**: -4.54 / -4.50 eV

The geometry in XYZ format:
```
54
C23H20AsFGeN3S4V (ωB97M-V/def2-TZVPD)
As -0.7431 1.9477 2.2272
Ge 2.3051 0.9433 -0.4685
V 0.0800 -0.1481 0.0119
S 0.3403 3.6822 2.5628
S -1.1087 1.6857 -0.0227
S -2.5112 1.4168 3.2046
S 0.5672 0.0826 2.2350
F 0.2023 -0.5614 -1.7868
N 0.9275 -3.8843 -2.5332
N 1.8238 -3.4390 -4.6824
N -0.4851 -2.1282 0.4626
C 3.2711 -0.7816 -0.5375
C 4.1433 -2.6565 -1.8041
C 0.3533 -3.0956 0.1062
C 3.2710 2.2329 0.6526
C 2.5832 -4.5242 -4.5579
C 4.1156 -2.7530 0.5952
C -1.8994 -3.7292 1.4860
C 3.5653 -1.3950 -1.7566
C -1.5992 -2.4295 1.1382
C 2.5763 -5.3185 -3.4272
C 1.0206 -3.1809 -3.6518
C -1.0304 -4.7422 1.1113
C 4.6933 4.1316 2.1361
C 3.5082 2.0419 2.0113
C 4.4595 4.3380 0.7839
C 3.7582 3.3913 0.0502
C 4.4108 -3.3439 -0.6268
C 1.0361 -5.5142 -0.0095
C 3.5538 -1.4822 0.6375
C 1.7259 -4.9420 -2.3862
C 4.2186 2.9796 2.7458
C 0.1167 -4.4411 0.3814
C 1.7218 -5.7090 -1.1426
H -2.2179 -1.5894 1.4324
H 3.2298 -4.7573 -5.3980
H 0.3951 -2.2956 -3.7099
H 2.3416 1.5115 -1.9094
H 3.5758 3.5657 -1.0048
H 3.0941 1.1797 2.5161
H 4.8162 5.2405 0.3005
H 1.1672 -6.2775 0.7529
H 4.8503 -4.3354 -0.6620
H 5.2311 4.8728 2.7165
H 3.2225 -6.1823 -3.3417
H 1.2511 -2.7846 -0.4089
H 3.3388 -0.8789 -2.6836
H 4.3763 -3.1063 -2.7629
H -2.7951 -3.9418 2.0524
H 2.3735 -6.5765 -1.1659
H 4.3205 -3.2826 1.5190
H 4.3736 2.8235 3.8068
H -1.2420 -5.7711 1.3809
H 3.3153 -1.0397 1.5989
```



C23H20BrCl2MoN3O2Se | ωB97M-V/def2-TZVPD

Values from the calculation:
**Net charge**: +2
**Energy relative to the best compared isomer or geometry (same formula, charge and spin)**: 0.0 kcal per mole
**HOMO**: -13.81 eV

The geometry in XYZ format:
```
53
C23H20BrCl2MoN3O2Se (ωB97M-V/def2-TZVPD)
Mo -1.9581 0.0775 -0.0473
Br 3.2824 5.9960 3.0934
Se -1.3903 -1.3025 1.9842
Cl -1.9890 -2.4996 -3.1751
Cl 1.9400 0.3409 -0.7469
O -0.3788 2.5361 -1.6093
O -1.2342 1.7423 0.2998
N -0.8423 -0.6103 -1.1449
N 0.6114 -3.0955 0.8891
N 1.4840 -1.4578 2.0037
C 1.2630 4.0667 2.6366
C 0.4302 3.2917 1.8527
C 0.0612 -1.1413 -2.0311
C -4.1670 -0.6282 0.6406
C 0.5869 -2.5569 -3.9257
C -0.3341 -2.0399 -3.0371
C 1.9748 -3.2780 0.8794
C 2.5193 -2.2533 1.5775
C 2.1580 4.9403 2.0266
C 2.3385 -1.2955 -2.8352
C -0.3604 -4.0220 0.3090
C 2.2274 5.0492 0.6417
C 1.3956 4.2715 -0.1399
C 0.4972 3.3884 0.4627
C 1.6331 -0.2297 2.7855
C -3.9503 1.2868 -0.5851
C -0.3405 2.5797 -0.4214
C 0.3299 -1.9766 1.5693
C -4.1929 0.7883 0.7073
C 1.4149 -0.7707 -1.9522
C -3.7698 0.1793 -1.4681
C -3.9151 -1.0075 -0.7033
C 1.9193 -2.1816 -3.8176
H 1.2146 4.0134 3.7151
H -0.5928 -3.7358 -0.7150
H 1.3864 0.6335 2.1691
H -3.8616 -2.0148 -1.0822
H 2.9230 5.7407 0.1880
H 3.5437 -2.0281 1.8159
H 0.0673 -5.0203 0.3238
H 2.6659 -0.1647 3.1140
H 1.4308 4.3421 -1.2188
H -0.2840 2.6284 2.3223
H -3.8818 2.3265 -0.8659
H -3.5961 0.2354 -2.5314
H 2.6418 -2.5806 -4.5167
H -1.2647 -4.0114 0.9108
H 3.3747 -0.9973 -2.7603
H 0.9823 -0.2665 3.6552
H -4.3328 -1.3056 1.4639
H -4.3507 1.3791 1.5967
H 0.2600 -3.2379 -4.6988
H 2.4297 -4.1243 0.3952
```



C23H20Cl2N5O4S4Ti | ωB97M-V/def2-TZVPD

Values from the calculation:
**Net charge**: +1
**Energy relative to the best compared isomer or geometry (same formula, charge and spin)**: 32.7 kcal per mole
**HOMO**: -10.82 eV

The geometry in XYZ format:
```
59
C23H20Cl2N5O4S4Ti (ωB97M-V/def2-TZVPD)
Ti -1.8470 0.9072 0.2594
Cl -5.5542 3.1664 0.8310
Cl -0.7484 2.6884 -1.6385
S 1.8082 -0.5529 1.7012
S 4.0504 -2.0382 0.3304
S -0.0800 1.8257 1.6296
S -3.6111 1.4760 -1.0806
O -1.0217 -2.8432 0.8401
O -4.5946 -2.6482 5.9544
O -2.6775 -1.3500 5.6214
O -1.3312 -0.8074 -0.0553
N 2.0637 -4.3107 -0.5545
N 0.3116 -1.9337 -2.9283
N -2.7284 0.1111 1.7736
N 2.8285 0.2686 -0.4150
N 1.8570 1.1966 -0.1523
C -2.3426 -1.1981 2.0198
C -3.9045 0.0958 3.8590
C 3.6008 0.6152 -4.0081
C 2.8919 0.4294 -2.8313
C -3.9545 3.7268 0.5296
C -1.5131 -1.7592 0.9192
C 5.6461 0.8204 -2.7527
C -3.8162 -1.9561 5.3885
C -2.6596 -1.8952 3.1177
C -3.5311 4.8991 1.1187
C 2.9694 -0.7585 0.4406
C 1.3846 -2.6987 -2.3218
C -3.4244 -1.2436 4.1740
C 1.2208 0.8955 0.9267
C 0.8941 -3.6985 -1.2745
C -2.2516 5.3871 0.8651
C -3.5348 0.7090 2.7252
C -3.1133 2.9956 -0.3413
C 3.5804 0.4443 -1.6299
C 4.9483 0.6384 -1.5690
C -1.8406 3.5412 -0.5760
C -1.3971 4.7131 0.0189
C 4.9748 0.8089 -3.9677
H -0.2419 -2.4911 -3.5661
H -0.3976 5.0697 -0.1822
H -4.5620 0.6001 4.5520
H -1.9278 6.3039 1.3379
H -0.3021 -1.5489 -2.2193
H 5.4552 0.6463 -0.6138
H -3.8816 1.7074 2.4934
H -4.2064 5.4341 1.7714
H 1.8196 0.2732 -2.8407
H 0.2783 -3.2059 -0.5220
H 5.5248 0.9550 -4.8875
H 1.9415 -3.2156 -3.1072
H -2.3378 -2.9224 3.2162
H 0.3158 -4.5071 -1.7200
H 6.7157 0.9768 -2.7245
H 2.0924 -2.0144 -1.8476
H 2.6762 -3.5585 -0.1514
H 3.0800 0.6091 -4.9560
H 1.7611 -4.9169 0.2074
H 2.6437 -4.8623 -1.1868
```



C23H20Cl2N5O4S4Ti | ωB97M-V/def2-TZVPD

Values from the calculation:
**Net charge**: +1
**Energy relative to the best compared isomer or geometry (same formula, charge and spin)**: 23.9 kcal per mole
**HOMO**: -10.74 eV

The geometry in XYZ format:
```
59
C23H20Cl2N5O4S4Ti (ωB97M-V/def2-TZVPD)
Ti 1.3521 -0.3279 -2.1575
Cl -0.5178 -1.0736 -4.0952
Cl 4.8912 -1.1553 -4.6624
S 0.4444 -2.0677 1.5428
S 2.2440 0.5301 -4.0657
S 1.2318 -2.5801 -1.3705
S -1.7031 -1.1590 3.4172
O 6.0716 1.4312 3.0794
O 0.3876 0.8366 -1.0904
O 4.7280 -0.4136 2.5860
O 0.2778 1.8764 0.8978
N -1.7527 1.8282 4.5524
N -2.4088 3.4644 1.2119
N -1.7859 -1.3340 0.6971
N -1.1191 -1.7005 -0.4387
N 2.7731 0.2170 -0.9516
C 4.9504 0.0661 0.0280
C -5.4323 -0.7514 0.9586
C 3.3083 -3.2926 -4.9532
C -3.0908 -0.7499 0.5369
C 2.0819 -3.9475 -4.9933
C -4.1906 -1.3456 1.1265
C 3.3604 -1.9445 -4.6697
C 2.1862 -1.1984 -4.4253
C 2.3358 0.8514 0.1929
C 4.4617 0.5911 1.2927
C -2.6003 2.6474 2.3887
C -4.4407 0.9918 -0.3795
C -5.5560 0.4118 0.2100
C 3.0974 1.0918 1.2689
C 0.9121 1.2653 0.0819
C 0.9763 -1.9058 -4.4757
C 0.9095 -3.2621 -4.7485
C -1.1369 -1.4516 1.8712
C 5.3099 0.7529 2.4707
C 4.1111 -0.1187 -1.0046
C -3.1941 0.4065 -0.2200
C -1.5063 2.8065 3.4369
C 0.0726 -2.1063 -0.1539
H 2.0484 -5.0058 -5.2121
H -1.5146 3.2643 0.7790
H -2.3037 0.8439 -0.6546
H -6.3060 -1.2020 1.4094
H -6.5296 0.8666 0.0834
H -0.0483 -3.7613 -4.7519
H -4.5324 1.9046 -0.9514
H -1.0459 1.8946 5.2843
H -1.4922 3.8079 3.8656
H 4.4597 -0.5138 -1.9501
H -2.6673 1.9864 4.9764
H -0.5297 2.5685 3.0231
H 2.6876 1.6321 2.1104
H -2.6331 1.5997 2.0836
H -3.5728 2.8795 2.8359
H 5.9971 -0.1788 -0.0791
H 4.2276 -3.8266 -5.1473
H -1.7372 0.8549 4.1824
H -2.4737 4.4538 1.4110
H -4.0733 -2.2490 1.7090
```



C23H20Cl3N6OPtS2 | ωB97M-V/def2-TZVPD

Values from the calculation:
**Net charge**: +1
**HOMO**: -10.94 eV

The geometry in XYZ format:
```
56
C23H20Cl3N6OPtS2 (ωB97M-V/def2-TZVPD)
Pt 2.4674 -2.2959 -0.8888
Cl -4.6016 -0.9440 1.0261
Cl -1.4081 4.5511 -2.6158
Cl -3.3650 7.7761 1.1984
S 4.7158 -2.2830 -1.2488
S -2.7251 -2.2549 2.9494
O -0.8163 1.6063 0.6205
N 6.2218 -4.1903 -0.1984
N 2.0310 -0.3948 -1.5394
N 0.4980 -2.8869 -0.6750
N 1.4112 1.6799 -1.2320
N 2.7775 -4.0897 -0.1603
N 4.0094 -4.5967 0.0482
C -2.2624 5.3712 1.7293
C -1.1407 -1.6451 3.1609
C -0.7017 2.6091 -0.3687
C 1.6371 0.4960 -0.6435
C -1.7382 4.8475 -0.9306
C -2.0272 -0.1871 1.5869
C 4.9615 -3.8002 -0.3973
C 1.7234 -4.7443 0.1812
C 2.0567 0.2439 -2.7568
C -0.7803 -4.7048 0.1881
C -2.0741 0.9525 0.6175
C -0.9051 -0.5521 2.3867
C 0.7939 2.8289 -0.5794
C 0.4362 -4.1086 -0.0886
C -1.8696 -2.8303 -0.8227
C -1.6549 4.1842 1.3562
C -2.6044 6.2916 0.7513
C -1.9488 -4.0517 -0.1775
C -2.3460 6.0418 -0.5866
C -0.6212 -2.2751 -1.0466
C -1.3867 3.8974 0.0225
C 1.6633 1.5318 -2.5753
C -3.0729 -1.0305 1.8024
H 1.5500 2.3467 -3.2686
H 6.9843 -3.6656 -0.5876
H -2.9116 -4.4988 0.0313
H -1.3882 3.4554 2.1108
H 2.3577 -0.2602 -3.6579
H -0.4719 -2.1132 3.8648
H 1.4977 0.3155 0.4076
H -2.6123 6.7629 -1.3456
H -2.4713 5.5858 2.7676
H -0.8067 -5.6702 0.6743
H -2.2934 0.5780 -0.3928
H -1.1293 2.2359 -1.3078
H 6.3971 -5.1029 0.1884
H -2.8743 1.6541 0.8795
H 0.0239 -0.0025 2.3950
H 1.2711 2.9734 0.3901
H 0.9713 3.7106 -1.1902
H -0.5003 -1.3138 -1.5290
H 1.8096 -5.7326 0.6143
H -2.7575 -2.3022 -1.1379
```



Number 1: calculated total energy -69209.067 eV, strongest force on any atom 1.4 eV/A. Number 2: calculated total energy -37339.731 eV, strongest force on any atom 2.7 eV/A. Number 3: calculated total energy -34203.451 eV, strongest force on any atom 4.4 eV/A. Number 4: calculated total energy -180508.270 eV, strongest force on any atom 0.5 eV/A. Number 5: calculated total energy -217751.313 eV, strongest force on any atom 0.5 eV/A. Number 6: calculated total energy -195017.254 eV, strongest force on any atom 0.4 eV/A. Number 7: calculated total energy -131312.702 eV, strongest force on any atom 0.5 eV/A. Number 8: calculated total energy -131313.082 eV, strongest force on any atom 0.4 eV/A. Number 9: calculated total energy -97644.829 eV, strongest force on any atom 1.0 eV/A.